1.
This record from the OMol25 dataset describes C32H58N4O12P2SSeW as an isolated structure. The level of theory is the ωB97M-V functional and the def2-TZVPD basis.

XYZ file:
```
111
Properties=species:S:1:pos:R:3:mulliken_charge:R:1
W 0.091 0.759 0.663 1.909
N -0.723 1.750 2.469 -0.626
C 0.263 2.755 2.934 -0.664
C 0.813 3.424 1.687 0.779
O 1.229 4.543 1.615 -0.639
O 0.795 2.592 0.632 -0.655
H -1.551 2.284 2.179 0.220
H -1.008 1.137 3.231 0.349
H 1.084 2.230 3.432 0.354
H -0.178 3.483 3.610 0.385
C -4.416 -2.965 -1.996 -1.298
C -4.674 -1.924 -0.936 0.581
C -5.399 -2.439 0.280 -1.254
O -3.397 -1.289 -0.506 -0.236
P -2.003 -1.886 -0.215 0.041
O -1.200 -0.944 0.643 -0.347
C -1.143 -2.112 -1.789 -0.917
P 0.572 -1.563 -1.728 -0.972
O 0.639 -0.155 -1.193 0.237
O 1.393 -2.500 -0.801 0.700
C 1.950 -3.826 -1.166 0.326
C 3.348 -3.876 -0.599 -1.268
C 1.041 -4.894 -0.607 -1.169
O 1.009 -1.689 -3.204 -0.349
C 2.137 -1.052 -3.936 0.419
C 3.430 -1.302 -3.205 -0.923
C 1.817 0.404 -4.167 -1.152
O -2.140 -3.287 0.434 -0.026
C -1.692 -3.670 1.803 1.289
C -1.812 -5.172 1.872 -1.580
C -2.530 -2.947 2.827 -1.232
H -5.375 -3.369 -2.318 0.548
H -3.826 -3.798 -1.607 0.210
H -3.928 -2.545 -2.874 0.328
H -5.200 -1.068 -1.361 0.367
H -4.872 -3.284 0.722 0.164
H -6.388 -2.782 -0.022 0.531
H -5.529 -1.654 1.023 0.334
H -1.650 -1.502 -2.539 0.545
H -1.188 -3.151 -2.117 0.709
H 1.977 -3.869 -2.259 0.498
H 3.316 -3.826 0.488 0.137
H 3.959 -3.055 -0.965 0.114
H 3.821 -4.818 -0.882 0.562
H 1.132 -4.946 0.479 0.292
H 1.323 -5.864 -1.017 0.441
H -0.003 -4.719 -0.861 0.180
H 2.111 -1.603 -4.876 0.339
H 3.394 -0.941 -2.176 -0.079
H 4.229 -0.757 -3.710 0.603
H 3.696 -2.357 -3.207 0.296
H 1.828 0.962 -3.230 -0.007
H 0.847 0.518 -4.647 0.360
H 2.573 0.830 -4.826 0.518
H -0.646 -3.354 1.858 -0.207
H -2.857 -5.478 1.858 0.390
H -1.365 -5.524 2.801 0.413
H -1.295 -5.649 1.043 0.327
H -3.587 -3.171 2.691 0.256
H -2.383 -1.868 2.786 0.143
H -2.245 -3.290 3.822 0.497
C 7.548 -1.609 0.131 -1.671
C 6.137 -1.290 0.524 0.375
C 5.450 -0.232 -0.050 -0.814
C 4.147 0.101 0.309 0.197
C 3.504 1.288 -0.354 -0.791
C 3.519 -0.672 1.288 1.089
Se 1.761 -0.331 2.012 0.059
C 4.194 -1.738 1.913 0.177
C 3.600 -2.560 3.023 -1.712
C 5.488 -2.030 1.505 -0.757
H 7.806 -1.163 -0.828 0.385
H 7.705 -2.685 0.065 0.400
H 8.248 -1.223 0.874 0.359
H 5.943 0.367 -0.807 0.433
H 4.036 1.543 -1.269 0.445
H 3.508 2.163 0.299 0.492
H 2.467 1.057 -0.610 -0.192
H 2.623 -2.974 2.765 0.265
H 3.465 -1.963 3.925 0.430
H 4.265 -3.386 3.268 0.406
H 6.008 -2.855 1.976 0.417
C -2.354 6.701 3.290 -1.125
C -1.928 6.771 1.829 -0.370
S -2.600 5.394 0.937 0.953
O -1.865 4.201 1.341 -0.691
O -4.033 5.363 1.032 -0.681
C -2.195 5.717 -0.776 -0.842
C -2.933 4.764 -1.713 -1.097
N -2.763 3.364 -1.289 0.179
C -1.565 2.741 -1.218 1.019
N -1.628 1.687 -0.403 0.367
C -2.918 1.622 0.063 -1.381
C -3.615 2.653 -0.469 -0.526
N -5.031 2.878 -0.325 1.258
O -5.585 2.164 0.482 -0.640
O -5.560 3.681 -1.065 -0.646
C -0.360 3.177 -1.965 -1.449
H -2.044 7.616 3.789 0.416
H -1.880 5.862 3.797 0.213
H -3.434 6.609 3.380 0.351
H -0.845 6.703 1.712 0.350
H -2.295 7.674 1.343 0.479
H -1.112 5.677 -0.876 0.399
H -2.529 6.731 -0.995 0.731
H -2.559 4.877 -2.731 0.424
H -3.999 4.967 -1.720 0.463
H -3.274 0.852 0.719 1.167
H -0.636 3.720 -2.867 0.715
H 0.216 2.295 -2.253 -0.322
H 0.286 3.794 -1.340 0.200
```

Calculated values
E_tot	-5925.2378	Ha
net charge	+2
energy above the lowest of the compared OMol25 structures with the same formula, charge and spin	0.000	eV
2S+1	3
E_LUMO (alpha / beta)	-6.112 / -5.529	eV
orbital gap (alpha / beta)	6.6 / 7.3	eV
<S²>	2.038


2.
This record from the OMol25 dataset describes C18H23HfN2O6S4Se3Te as an isolated structure in a non-equilibrium geometry. The level of theory is the ωB97M-V functional and the def2-TZVPD basis.

XYZ file:
```
58
Properties=species:S:1:pos:R:3:mulliken_charge:R:1
Hf 0.397 -0.918 -0.599 0.882
C 2.402 -1.146 2.135 -0.848
C 2.936 -0.001 1.284 -0.867
N 2.651 -0.236 -0.152 0.002
C 3.817 -0.870 -0.818 -0.926
C 4.267 -2.192 -0.223 -0.730
S 3.072 -3.542 -0.409 -0.032
C 2.538 -3.955 1.267 -0.777
C 1.258 -3.272 1.751 -0.650
N 1.236 -1.810 1.501 0.008
H 2.132 -0.773 3.126 0.437
H 3.173 -1.892 2.283 0.350
H 4.014 0.117 1.435 0.652
H 2.483 0.934 1.579 0.195
H 2.578 0.694 -0.568 0.315
H 4.661 -0.172 -0.761 0.447
H 3.574 -1.024 -1.870 0.277
H 4.604 -2.105 0.811 0.432
H 5.137 -2.498 -0.806 0.505
H 3.367 -3.849 1.969 0.461
H 2.323 -5.024 1.210 0.419
H 1.144 -3.460 2.826 0.367
H 0.395 -3.703 1.243 0.308
H 0.401 -1.459 1.976 0.338
O 1.648 2.715 0.295 -0.735
S 0.419 2.264 0.899 1.972
O 0.194 2.684 2.257 -0.781
O 0.258 0.761 0.803 -0.388
C -0.930 2.944 -0.064 -0.334
C -1.632 3.971 0.551 -0.578
C -2.669 4.610 -0.109 -0.618
C -3.025 4.219 -1.387 -0.605
C -2.333 3.197 -2.014 -0.863
C -1.282 2.563 -1.368 0.472
S -0.510 1.257 -2.305 1.343
O -0.667 1.601 -3.678 -0.679
O -1.184 -0.029 -1.882 -0.468
O 0.872 1.061 -1.813 -0.607
H -1.351 4.248 1.557 0.512
H -3.205 5.409 0.385 0.392
H -3.842 4.707 -1.901 0.415
H -2.589 2.885 -3.017 0.515
Se 1.134 -1.814 -3.209 -0.112
Se 2.921 -3.078 -3.660 -0.456
Te 0.775 -5.494 -1.963 -0.358
Se -0.319 -3.320 -1.607 -0.154
S -1.644 -1.620 0.897 -0.432
C -2.932 -0.449 0.514 0.571
C -3.767 -0.652 -0.585 -0.465
C -4.799 0.230 -0.858 -0.581
C -5.024 1.327 -0.033 -0.566
C -4.200 1.533 1.064 -0.415
C -3.158 0.653 1.333 -0.435
H -3.584 -1.504 -1.227 0.376
H -5.433 0.060 -1.720 0.384
H -5.834 2.015 -0.244 0.399
H -4.363 2.384 1.714 0.409
H -2.507 0.816 2.184 0.306
```

Calculated values
E_tot	-10374.0465	Ha
net charge	-1
energy above the lowest of the compared OMol25 structures with the same formula, charge and spin	0.064	eV
E_LUMO	2.211	eV
orbital gap	6.2	eV


3.
This record from the OMol25 dataset describes C5H6CaO4S as an isolated structure in a non-equilibrium geometry. The level of theory is the ωB97M-V functional and the def2-TZVPD basis.

XYZ file:
```
17
Properties=species:S:1:pos:R:3:mulliken_charge:R:1
O -3.169 -1.027 1.252 0.068
C -2.180 -0.589 0.867 -0.108
Ca 0.052 0.336 -0.147 1.828
C -0.130 -0.333 -2.514 -0.054
C 1.563 -1.342 0.796 -0.074
O -0.045 -0.305 -3.660 0.020
O 2.322 -2.117 1.176 0.052
C 2.523 4.068 0.645 -0.973
S 1.620 2.469 0.641 0.599
C 0.129 2.969 1.564 -0.841
O 1.024 2.222 -0.773 -0.742
H 2.777 4.270 1.699 0.419
H 1.909 4.895 0.225 0.355
H 3.430 3.952 0.045 0.386
H -0.185 3.944 1.165 0.330
H -0.673 2.219 1.423 0.355
H 0.405 3.044 2.619 0.381
```

Calculated values
E_tot	-1570.2783	Ha
net charge	+2
energy above the lowest of the compared OMol25 structures with the same formula, charge and spin	0.000	eV
E_LUMO	-8.520	eV
orbital gap	9.6	eV


4.
This record from the OMol25 dataset describes C3H4OP2 in the gas phase in a non-equilibrium geometry. The level of theory is the ωB97M-V functional and the def2-TZVPD basis.

XYZ file:
```
10
Properties=species:S:1:pos:R:3:mulliken_charge:R:1
C -0.143 0.415 0.150 -0.372
C -1.085 -0.595 -0.416 -0.442
C -0.126 -0.165 -1.122 0.348
O 0.460 -0.021 -2.315 -0.495
P 0.154 0.368 3.404 -0.100
P 0.848 0.015 1.609 0.019
H -0.435 1.470 0.357 0.272
H -1.960 -1.198 -0.403 0.373
H 0.881 0.842 -2.385 0.354
H 1.405 -1.132 1.121 0.044
```

Calculated values
E_tot	-874.4391	Ha
net charge	0
energy above the lowest of the compared OMol25 structures with the same formula, charge and spin	1.778	eV
2S+1	3
E_LUMO (alpha / beta)	0.532 / -1.590	eV
orbital gap (alpha / beta)	7.2 / 7.2	eV
<S²>	2.008


5.
This record from the OMol25 dataset describes C3H9NOS in the gas phase in a non-equilibrium geometry. The level of theory is the ωB97M-V functional and the def2-TZVPD basis.

XYZ file:
```
15
Properties=species:S:1:pos:R:3:mulliken_charge:R:1
C -0.154 1.207 -1.679 -0.975
C 1.011 0.932 -0.684 -0.388
S 0.398 0.133 0.797 0.627
O -0.316 1.096 1.643 -0.611
N -0.091 -1.191 0.280 -0.333
C -0.908 -1.983 1.184 -0.911
H -0.292 0.471 -2.432 0.321
H -1.013 1.252 -1.031 0.286
H -0.170 2.301 -2.060 0.283
H 1.702 1.857 -0.432 0.337
H 1.756 0.244 -1.293 0.277
H 1.627 0.080 1.447 0.096
H -1.577 -1.429 1.880 0.317
H -0.325 -2.577 1.777 0.319
H -1.649 -2.395 0.602 0.354
```

Calculated values
E_tot	-647.7600	Ha
net charge	0
energy above the lowest of the compared OMol25 structures with the same formula, charge and spin	3.757	eV
SMILES string	CC[S@@H](=O)=NC
E_LUMO	0.680	eV
orbital gap	10.3	eV


6.
This record from the OMol25 dataset describes C23H26N4O3 in the gas phase in a non-equilibrium geometry. The level of theory is the ωB97M-V functional and the def2-TZVPD basis.

XYZ file:
```
56
Properties=species:S:1:pos:R:3:mulliken_charge:R:1
C 3.548 -1.396 -1.291 -0.603
O 2.256 -1.758 -1.707 -0.449
C 1.317 -0.771 -1.829 0.412
C 1.520 0.574 -1.549 -0.082
C 0.487 1.481 -1.689 -0.639
C -0.790 1.086 -2.095 0.587
N -1.799 2.037 -2.203 0.066
C -1.900 3.079 -1.192 -0.795
C -3.286 3.052 -0.520 -1.118
N -3.730 1.677 -0.419 0.225
C -3.767 1.085 0.797 0.968
O -3.610 1.722 1.820 -0.676
C -4.038 -0.416 0.862 -1.199
C -2.841 -1.282 0.437 -0.495
C -1.526 -0.773 0.895 0.852
N -0.535 -1.488 1.325 -0.654
C 0.458 -0.565 1.513 0.001
C 1.793 -0.910 1.950 0.275
C 2.142 -2.245 2.131 -0.401
C 3.428 -2.575 2.512 -0.850
C 4.387 -1.591 2.719 1.141
C 5.775 -1.949 3.151 -1.498
C 4.028 -0.258 2.538 -0.735
C 2.747 0.086 2.156 -0.408
N 0.073 0.650 1.214 -0.914
O -1.216 0.524 0.804 0.472
C -4.025 1.081 -1.703 -0.381
C -3.080 1.697 -2.763 -1.366
C -0.966 -0.261 -2.423 -0.135
C 0.064 -1.168 -2.289 -1.013
H 4.020 -0.709 -2.002 0.379
H 4.117 -2.324 -1.257 0.231
H 3.542 -0.942 -0.295 0.101
H 2.479 0.932 -1.211 0.377
H 0.684 2.519 -1.474 0.424
H -1.732 4.064 -1.647 0.362
H -1.141 2.905 -0.429 0.513
H -3.225 3.459 0.489 0.414
H -4.022 3.625 -1.093 0.333
H -4.912 -0.678 0.265 0.384
H -4.265 -0.622 1.910 0.427
H -2.954 -2.294 0.828 0.392
H -2.776 -1.357 -0.652 0.117
H 1.396 -3.006 1.962 0.494
H 3.695 -3.614 2.648 0.361
H 6.015 -2.974 2.882 0.375
H 6.506 -1.282 2.698 0.371
H 5.862 -1.853 4.234 0.289
H 4.766 0.516 2.696 0.394
H 2.464 1.116 2.008 0.517
H -3.890 0.003 -1.663 0.291
H -5.070 1.286 -1.977 0.294
H -3.518 2.622 -3.153 0.433
H -2.952 1.016 -3.604 0.480
H -1.914 -0.625 -2.789 0.268
H -0.089 -2.210 -2.525 0.389
```

Calculated values
E_tot	-1336.7686	Ha
net charge	0
energy above the lowest of the compared OMol25 structures with the same formula, charge and spin	3.136	eV
SMILES string	COc1ccc(N2CCN(C(=O)CCc3nc(-c4ccc(C)cc4)no3)CC2)cc1
E_LUMO	0.708	eV
orbital gap	8.0	eV